--- w ---
ORCA calculation (wB97M-V/def2-TZVPD) on a 2-piece molecular cluster, C2H2N2O2S overall.

Computed properties:
HOMO-LUMO gap (alpha / beta) = 7.545 / 6.784 eV
lowest unoccupied orbital energy (alpha / beta) = -2.940 / -3.491 eV
net charge = 0
HOMO (alpha / beta) = -10.485 / -10.275 eV

Bonds (Å) are listed after each position.
Element x y z (Å)
1 C -2.4678 0.2685 -0.3596  N3 1.185, S7 1.622
2 C 0.6627 0.3489 0.4088  N4 1.451, H8 1.073, H9 1.194
3 N -3.2004 1.1975 -0.4300  C1 1.185
4 N 1.6221 -0.6507 -0.0221  C2 1.451, O5 1.216, O6 1.223
5 O 1.7870 -0.7321 -1.2242  N4 1.216
6 O 2.2791 -1.2595 0.8112  N4 1.223
7 S -1.4767 -1.0127 -0.2787  C1 1.622
8 H 0.6076 0.6848 1.4262  C2 1.073
9 H 0.1862 1.1552 -0.3317  C2 1.194

--- x ---
ORCA calculation (wB97M-V/def2-TZVPD) on one molecule with the formula C2H2N2O2S.

Computed properties:
HOMO-LUMO gap = 9.748 eV
lowest unoccupied orbital energy = 0.086 eV
net charge = 0
structure (SMILES) = O=c1[nH][nH]c(=S)o1
HOMO = -9.662 eV

Bonds (Å) are listed after each position.
Element x y z (Å)
1 C 0.9590 -0.7668 -0.3750  N5 1.352, O7 1.174, O8 1.356
2 C -0.3569 1.0792 -0.4864  N6 1.428, O8 1.401, S9 1.589
3 H -0.3140 -1.6379 0.9217  N5 0.996
4 H -1.2030 0.5416 1.4086  N6 1.066
5 N 0.1297 -0.7757 0.6931  C1 1.352, H3 0.996, N6 1.417
6 N -0.9081 0.1606 0.4581  C2 1.428, H4 1.066, N5 1.417
7 O 1.8489 -1.4891 -0.6294  C1 1.174
8 O 0.8223 0.4642 -0.9280  C1 1.356, C2 1.401
9 S -0.9779 2.4239 -1.0628  C2 1.589

Pick x: it beats the second-best structure by 127.0 kcal/mol.